[1]
Computed, not measured: a molecular structure, C30H58IrN2O3P2, with the ωB97M-V functional and the def2-TZVPD basis.

XYZ file:
```
96
Properties=species:S:1:pos:R:3:forces:R:3
Ir 0.21093 -0.26389 -1.34865 -0.49 0.27 -0.05
C 1.96350 -0.51881 -1.99913 5.83 -1.07 -1.89
O 3.09444 -0.65681 -2.25222 -3.34 0.57 0.96
C -1.64346 -0.01188 -1.00107 -5.98 0.39 0.94
O -2.75074 0.15477 -0.66204 3.60 -0.35 -0.74
P 0.19107 2.04894 -2.20562 0.14 4.65 -0.90
C -0.21553 2.04524 -4.01763 -0.38 -1.64 -0.99
H -0.33352 3.10375 -4.29484 0.12 0.08 0.77
C -1.12988 3.16374 -1.52284 -0.52 -0.87 0.67
H -2.03552 2.54079 -1.58258 0.12 0.08 -0.05
C 1.80269 2.98598 -2.23097 0.62 -0.95 0.42
H 2.51112 2.22180 -2.59673 -0.14 0.14 -0.01
C 1.54619 -3.52283 -0.11311 0.99 1.03 0.28
P 0.05346 -2.65899 -0.77928 -0.62 -4.59 0.62
H -0.60577 -4.53323 -2.19395 0.14 0.43 0.31
H 2.33469 -3.26103 -0.83968 -0.20 -0.17 0.13
C -1.39720 -3.43359 0.11889 -0.64 0.82 0.47
H -1.09873 -4.49173 0.20878 0.30 0.28 -0.22
C -0.91112 3.49965 -0.04805 -0.13 0.23 0.30
H -1.84763 3.90764 0.35974 0.30 -0.09 -0.10
H -0.13216 4.25862 0.08033 -0.27 -0.19 0.01
H -0.64170 2.62126 0.54909 -0.01 0.07 -0.02
C -1.41938 4.43797 -2.32076 0.15 0.42 -0.43
H -0.60977 5.16992 -2.22986 -0.24 -0.17 0.00
H -2.32694 4.89887 -1.90590 0.23 -0.19 0.00
H -1.61529 4.25812 -3.38237 -0.01 0.06 0.25
C 1.87238 4.17544 -3.19937 -0.30 0.53 -0.37
H 1.51481 3.96584 -4.21020 0.14 0.12 0.28
H 2.92664 4.47446 -3.28907 -0.22 -0.15 0.12
H 1.31786 5.03903 -2.81586 0.21 -0.23 -0.05
C 2.28223 3.42181 -0.84974 0.35 0.26 0.23
H 3.35744 3.64244 -0.91776 -0.28 -0.05 0.07
H 2.14952 2.64826 -0.08463 -0.04 0.31 -0.11
H 1.79197 4.34713 -0.52164 0.14 -0.33 -0.07
C 0.94838 1.49439 -4.82265 0.83 0.15 -0.04
H 1.78272 2.19828 -4.87190 -0.24 -0.01 -0.13
H 0.63858 1.28822 -5.85354 0.03 -0.15 0.24
H 1.37962 0.59556 -4.37348 -0.15 0.26 -0.43
C -1.55268 1.35771 -4.28648 -0.36 0.05 0.00
H -1.55629 0.30357 -3.98786 -0.03 0.15 -0.16
H -1.78592 1.40764 -5.35895 0.11 -0.04 0.22
H -2.38061 1.85201 -3.76334 0.14 -0.07 -0.11
C 1.38845 -5.04916 -0.08368 -0.42 -0.46 -0.05
H 0.98510 -5.47424 -1.01128 0.12 0.07 0.34
H 0.75413 -5.35973 0.75881 0.21 0.05 -0.23
H 2.38864 -5.48113 0.07075 -0.24 0.19 -0.05
C 1.99840 -2.99200 1.25231 0.08 0.03 0.16
H 1.17328 -2.93561 1.97465 0.33 -0.12 -0.15
C -1.16382 -2.69965 -3.21440 -0.41 0.39 -0.22
H 2.44556 -1.99487 1.15569 -0.01 -0.28 0.08
H 2.76160 -3.67270 1.65963 -0.21 0.31 -0.09
C 1.16073 -3.72477 -3.16753 0.16 -0.07 0.03
H -0.83034 -1.64028 -3.14029 -0.48 -0.66 -0.29
H -1.16967 -3.01586 -4.26199 0.08 0.24 0.07
H -2.20349 -2.71846 -2.87052 0.45 -0.08 -0.04
C -0.16958 -3.54251 -2.41836 0.18 0.75 -0.74
H 0.96471 -3.96024 -4.22298 -0.03 0.06 0.27
H 1.74924 -4.55509 -2.75729 -0.12 0.29 -0.14
H 1.79256 -2.82262 -3.14612 -0.20 -0.30 -0.12
C -2.73848 -3.36963 -0.61125 -0.12 -0.15 -0.24
H -3.05723 -2.33221 -0.77672 -0.06 -0.32 0.04
H -3.49783 -3.85499 0.01459 0.19 0.14 -0.06
H -2.73491 -3.89916 -1.56500 -0.10 0.00 0.28
C -1.60501 -2.86477 1.51074 -0.04 -0.03 0.52
H -1.94730 -1.82434 1.46560 -0.11 -0.28 -0.05
H -0.72278 -2.89426 2.15182 -0.15 -0.07 -0.13
H -2.39185 -3.44321 2.01615 0.21 0.20 -0.10
H 0.68643 -1.04358 -4.35497 -0.55 -0.10 -0.37
H -0.04427 -0.90326 -4.47373 0.88 -0.20 -0.29
C -3.03792 -0.09264 6.16301 -1.06 0.24 -0.64
C -1.54537 -0.14903 6.40500 1.66 -0.36 0.44
N -0.73691 0.44433 5.32472 -1.79 0.91 1.40
C -0.50578 1.90508 5.40257 -0.60 -0.11 -0.48
C 0.84282 2.27091 6.00571 0.72 0.18 0.28
C -0.65446 -0.26267 4.15760 0.08 -1.86 -1.85
O -1.29311 -1.31040 3.99652 1.05 2.06 0.52
C 0.30602 0.22764 3.09561 -0.38 -0.40 -0.68
C 1.64668 0.47983 3.39203 0.17 0.08 -0.21
C 2.55179 0.66259 2.34386 -0.66 -0.06 -0.87
C 2.07739 0.49724 1.02885 0.56 0.14 0.81
N 0.78547 0.22188 0.74320 0.07 0.65 0.95
C -0.10928 0.16761 1.75758 0.40 -0.30 0.40
H -3.37518 0.94045 6.01177 -0.02 -0.25 0.10
H -3.54999 -0.51311 7.03098 0.20 0.16 0.07
H -3.31519 -0.71074 5.30072 0.13 0.23 0.18
H -1.26488 0.42206 7.29694 -0.14 -0.20 -0.01
H -1.23259 -1.19902 6.48707 -0.06 0.24 0.09
H -0.60937 2.33205 4.39329 0.00 -0.23 0.26
H -1.32474 2.29254 6.02647 0.24 -0.20 -0.14
H 1.59385 2.48227 5.23503 -0.19 -0.19 0.18
H 0.72387 3.20116 6.56496 0.00 -0.19 0.09
H 1.21113 1.48422 6.67838 -0.06 0.35 -0.05
H 1.96624 0.53377 4.43090 0.13 -0.12 -0.26
H 3.59984 0.91014 2.49205 -0.19 -0.11 0.12
H 2.76449 0.61372 0.18337 -0.27 -0.25 0.41
H -1.16747 0.04032 1.51409 0.49 -0.05 0.05
```
Positions in Å, forces in eV/Å.

E, eV: -62543.2229
Charge: +4
Multiplicity: 6
HOMO energy (spin up / spin down), eV: -17.30 / -21.16
E_LUMO (spin up / spin down), eV: -11.641 / -16.592

=====

[2]
Computed, not measured: 8 unconnected molecules or ions with the total composition C30H59BF2NO16S7, with the ωB97M-V functional and the def2-TZVPD basis.

XYZ file:
```
116
Properties=species:S:1:pos:R:3:forces:R:3
B 1.37774 -4.46250 3.14274 1.42 -0.36 0.10
N -0.12706 -4.28264 3.64173 -0.85 0.25 0.08
C -0.93400 -5.39183 3.45990 -0.12 -0.37 -0.87
O -1.11730 -6.05201 2.48342 0.06 0.15 0.60
F -1.63056 -5.73750 4.58435 0.03 0.14 0.27
C -0.71652 -3.16328 3.07781 0.63 -0.76 -0.83
O -0.71547 -2.80781 1.94255 -0.28 0.47 0.33
F -1.37368 -2.41243 3.99918 -0.38 0.36 0.34
H 1.97063 -5.05906 4.03520 -0.19 -0.14 0.10
H 1.88360 -3.37852 3.03819 -0.45 -0.01 0.16
H 1.49980 -5.07334 2.10446 -0.36 -0.04 -0.12
C 3.98311 0.76841 0.45172 0.15 -0.13 0.04
C 5.09301 -0.15201 -0.08223 -0.23 0.14 0.12
C 5.01441 -1.47031 0.69528 0.22 0.25 -0.09
S 3.29770 -1.64789 1.18972 -0.06 0.13 -0.31
O 3.22882 -1.56777 2.62436 0.11 0.12 0.00
O 2.69568 -2.72265 0.44007 0.08 -0.04 0.05
C 2.72601 -0.09240 0.51683 0.43 -0.05 -0.19
H 3.83472 1.63744 -0.18825 -0.02 0.01 0.01
H 4.24341 1.12549 1.44997 -0.09 0.04 0.03
H 4.92506 -0.34086 -1.13941 0.01 0.03 -0.03
H 6.07854 0.30366 0.01570 0.01 -0.03 -0.04
H 5.29668 -2.31935 0.08564 -0.03 -0.13 0.13
H 5.62552 -1.44214 1.59565 -0.12 -0.06 0.08
H 1.95383 0.31092 1.14817 -0.14 -0.15 0.16
H 2.33149 -0.28918 -0.48062 -0.02 -0.03 0.01
C -0.04898 4.63556 3.48033 0.08 0.06 -0.06
C 0.11309 5.42721 2.17578 -0.06 -0.05 0.03
C 1.36386 4.89195 1.46632 -0.18 0.36 -0.06
S 1.53745 3.18033 1.98582 -0.48 0.20 0.15
O 2.74829 3.05241 2.75546 0.14 -0.12 -0.16
O 1.25372 2.30996 0.87066 0.06 0.23 -0.01
C 0.14293 3.17021 3.10426 -0.23 0.09 0.20
H -1.02242 4.80421 3.93811 -0.01 -0.02 -0.01
H 0.71834 4.94031 4.19592 0.00 -0.03 0.02
H -0.76368 5.27016 1.54465 0.00 -0.04 0.01
H 0.19575 6.49764 2.35987 0.01 0.00 -0.03
H 1.26629 4.92509 0.38411 0.10 -0.11 -0.02
H 2.26213 5.42409 1.77366 0.06 -0.11 0.03
H 0.36368 2.52700 3.95307 0.13 -0.08 -0.09
H -0.71786 2.78657 2.55571 0.01 0.01 -0.05
C 5.33673 -3.78863 -4.75085 0.64 -0.20 0.34
C 6.83317 -4.14075 -4.79586 -0.11 -0.08 0.12
C 7.57406 -3.10912 -3.93011 0.10 -0.29 -0.37
S 6.39210 -2.56809 -2.68972 -0.09 -0.37 -0.21
O 6.10309 -1.17466 -2.91248 0.18 0.05 0.09
O 6.79447 -3.06924 -1.40005 0.18 0.26 0.04
C 5.01739 -3.53478 -3.28216 -0.24 -0.28 -0.28
H 4.71978 -4.58567 -5.15978 -0.02 0.03 -0.05
H 5.15538 -2.89576 -5.32503 0.01 0.15 -0.10
H 6.98654 -5.14184 -4.38506 0.02 0.02 0.02
H 7.21626 -4.14413 -5.81582 0.00 0.02 0.00
H 8.44023 -3.53805 -3.43266 -0.01 0.12 0.12
H 7.87192 -2.23610 -4.50750 -0.07 0.07 0.07
H 4.09209 -2.98302 -3.12853 0.08 0.09 0.17
H 4.99948 -4.46301 -2.71101 -0.01 0.06 0.10
C -2.27495 -0.32990 0.24008 -0.03 0.05 0.10
C -3.70910 -0.73608 0.59043 0.03 0.01 -0.08
C -4.43583 0.52385 1.08000 -0.09 -0.35 0.14
S -3.63327 1.90956 0.26792 0.07 -0.66 -0.30
O -2.98109 2.72562 1.26404 -0.10 0.37 -0.03
O -4.53813 2.48778 -0.70420 0.02 0.33 0.19
C -2.39288 0.94733 -0.58632 0.24 -0.21 -0.02
H -1.75499 -1.11306 -0.30686 0.07 -0.01 0.08
H -1.71389 -0.13417 1.15494 0.08 -0.06 -0.03
H -4.20610 -1.12586 -0.30125 -0.01 0.02 0.00
H -3.73066 -1.51975 1.34557 0.03 0.01 0.01
H -5.48981 0.51957 0.81384 -0.01 0.19 0.03
H -4.32553 0.66093 2.15452 0.02 0.11 -0.01
H -1.46658 1.51606 -0.64341 -0.04 0.12 0.04
H -2.76749 0.73729 -1.58843 -0.07 0.08 0.01
C -0.07244 -2.74578 -5.21571 -0.01 0.08 -0.09
C -0.12084 -2.70846 -6.74906 0.02 -0.04 0.06
C 1.03168 -1.81357 -7.22288 -0.35 -0.11 -0.21
S 2.30482 -1.92649 -5.95878 -0.15 -0.25 0.02
O 2.45689 -0.63782 -5.33889 0.18 0.03 -0.08
O 3.44497 -2.64722 -6.48018 -0.41 0.41 -0.22
C 1.38718 -2.99100 -4.85026 -0.23 -0.11 0.14
H -0.71914 -3.52089 -4.80830 0.01 0.01 0.03
H -0.40064 -1.78572 -4.81184 0.02 -0.01 0.04
H 0.01168 -3.71889 -7.14157 0.02 0.00 0.01
H -1.07829 -2.33929 -7.11399 0.01 0.01 -0.01
H 1.44526 -2.14506 -8.17189 0.14 0.08 0.03
H 0.72901 -0.77076 -7.29491 0.10 0.04 0.08
H 1.62473 -2.73652 -3.81921 0.11 0.05 -0.04
H 1.68048 -4.01971 -5.06022 0.05 0.02 -0.01
C -5.10666 5.87682 -1.67421 -0.05 0.10 -0.05
C -5.20009 6.21586 -3.16709 0.00 -0.04 0.04
C -3.97550 7.06890 -3.52092 -0.36 0.00 -0.21
S -2.68206 6.58621 -2.36767 -0.22 -0.28 0.03
O -2.37500 7.71690 -1.52520 0.18 0.02 -0.07
O -1.64823 5.87843 -3.08109 0.17 0.20 0.08
C -3.67218 5.42438 -1.43835 -0.21 -0.01 0.08
H -5.81600 5.10214 -1.38863 0.05 -0.04 0.03
H -5.31984 6.76850 -1.07942 0.01 -0.01 0.02
H -5.18681 5.29280 -3.75006 0.02 -0.01 0.02
H -6.12510 6.74000 -3.40585 0.01 0.01 -0.02
H -3.62910 6.88931 -4.53551 0.15 0.05 0.04
H -4.16852 8.13049 -3.37841 0.10 0.01 0.08
H -3.38022 5.44628 -0.39112 0.15 0.00 -0.04
H -3.50202 4.43383 -1.85358 0.04 0.00 0.01
C -3.34870 -2.14686 6.74712 -0.06 -0.05 0.08
C -4.79546 -2.56901 7.03124 0.04 0.03 -0.04
C -5.59756 -1.29416 7.32501 -0.11 -0.39 0.12
S -4.77510 0.02935 6.42790 0.17 -0.29 -0.13
O -4.23644 0.96665 7.38367 -0.15 0.14 -0.08
O -5.61796 0.46808 5.34095 -0.02 0.24 0.08
C -3.44160 -0.96999 5.78380 0.20 -0.21 0.03
H -2.76367 -2.96070 6.32257 0.04 0.04 -0.03
H -2.86595 -1.83164 7.67499 0.02 0.02 -0.02
H -5.20702 -3.06807 6.15173 0.01 0.01 -0.01
H -4.85539 -3.27028 7.86245 -0.02 0.00 0.00
H -6.62631 -1.36770 6.98127 -0.01 0.17 0.00
H -5.57826 -1.03989 8.38308 0.05 0.12 -0.03
H -2.53038 -0.37958 5.73509 -0.07 0.11 -0.04
H -3.72719 -1.30032 4.78623 0.00 0.04 -0.02
```
Positions in Å, forces in eV/Å.

E, eV: -148274.8919
Charge: -1
HOMO energy, eV: -4.94
E_LUMO, eV: 1.678

=====

> charge of number 1 (C30H58IrN2O3P2)?

+4

=====

> The highest E belongs to which entry?

C30H58IrN2O3P2

=====

> The lowest E belongs to which entry?

C30H59BF2NO16S7

=====

> Which formula does entry 1 have?

C30H58IrN2O3P2